# 1
The following is a DFT calculation (ωB97M-V with the def2-TZVPD basis set) of a molecular structure, C33H46BIN3O9P2Ru.

Summary:
Kohn-Sham gap (spin up / spin down) = 6.119 / 6.208 eV
HOMO level (spin up / spin down) = -6.18 / -6.59 eV

ORCA input file:
```
! RIJCOSX wB97M-V def2-TZVPD def2/J DEFGRID3
* xyz 0 6
I -2.40450 2.65078 0.04229
Ru -0.82837 0.42727 -0.21389
P 1.83936 2.20655 -2.12369
P 3.49495 -0.20468 -1.08419
O 4.33720 -1.36487 -1.75936
O 0.61434 1.75332 -1.44249
O 0.18716 -3.49215 -0.92505
O -0.48782 0.14372 1.82561
O 2.65851 3.34933 -1.43718
O 4.61405 0.61745 -0.32652
O 1.47927 2.76077 -3.55157
O 0.45540 -2.10952 -2.73282
O 2.38915 -0.62566 -0.21965
N -2.29930 -1.28655 1.75593
N -2.22636 -0.97722 0.43086
N -1.78722 -0.20217 -2.00962
C 5.90691 0.90446 -0.94579
C 3.83716 -2.74638 -1.86682
C 1.38933 -5.25193 -4.43579
C -1.55536 0.24675 -3.25964
C 1.50378 5.22292 -3.66100
C -3.46094 -1.66520 -2.89626
C -2.95931 -1.58345 -0.45367
C -0.26634 -0.11467 4.55877
C -3.95152 -2.63760 -0.08133
C 1.52877 3.72901 0.77300
C 3.00743 0.85396 -2.48377
C 0.57356 -4.24663 -2.02441
C -1.37461 -0.60818 2.39839
C 2.82818 3.71158 -0.00160
C 3.49599 5.06244 -0.03078
C 1.96441 3.92624 -4.30206
C -1.31651 -0.71956 3.88158
C 0.82095 -5.59587 -2.09571
C 0.73028 -3.41385 -3.11561
C -2.20031 -1.50349 5.98177
C -2.20478 -0.25113 -4.36120
C 6.12770 2.39910 -0.89687
C 6.96030 0.12319 -0.19679
C 1.24145 -6.09040 -3.33383
C -1.13746 -0.91149 6.65592
C 4.37458 -3.56208 -0.71144
C -2.75232 -1.14477 -1.80456
C -3.17388 -1.23950 -4.16965
C -0.17462 -0.21159 5.94241
C 1.13004 -3.88294 -4.34367
C 3.46786 3.85619 -4.50351
C 4.25143 -3.27016 -3.21864
C -2.29106 -1.40804 4.60007
B 0.13779 -2.18203 -1.37722
H -3.89378 -2.81757 0.98561
H 7.95017 0.34771 -0.60142
H 5.34415 -3.31405 -3.28591
H 6.93710 0.39450 0.86378
H -0.81742 1.02864 -3.35146
H 0.64887 0.26246 6.46499
H 5.88769 0.56919 -1.98247
H 0.47573 0.42740 3.98486
H 0.77357 4.33755 0.27148
H 1.23761 -3.21692 -5.19205
H 1.72358 4.15441 1.75992
H 1.46933 3.81694 -5.25981
H 4.09578 -3.09857 0.23817
H -4.23032 -2.40775 -2.71239
H 7.09821 2.64378 -1.33614
H 0.43569 5.17081 -3.42899
H 3.98568 3.92699 -3.54023
H 4.38484 5.04923 -0.66811
H -1.96527 0.12384 -5.34845
H 3.79737 5.33746 0.98268
H 2.05204 5.41801 -2.73796
H 1.67310 6.05155 -4.35508
H 2.48272 0.20595 -3.19530
H -1.06053 -0.99779 7.73337
H 3.94466 -4.56880 -0.74360
H 1.45764 -7.14848 -3.43756
H 6.77687 -0.94870 -0.28894
H 3.90406 1.27196 -2.94540
H 5.34838 2.93063 -1.45091
H 0.69610 -6.23862 -1.22972
H 2.80296 5.82161 -0.40676
H -3.11478 -1.85972 4.06206
H 3.84529 -4.27624 -3.36658
H 5.46420 -3.63746 -0.76913
H 3.87375 -2.62668 -4.01840
H -4.96561 -2.31028 -0.33115
H -2.96259 -2.03856 6.53782
H 6.11366 2.74438 0.14172
H 2.75502 -2.71797 -1.78913
H 3.75115 2.92097 -4.99605
H -3.69847 -1.66025 -5.02138
H 1.71476 -5.66962 -5.38116
H 1.12404 2.73744 0.91278
H 3.79476 4.68902 -5.13235
H 3.49908 2.97723 0.42949
H -3.75582 -3.57470 -0.61304
*
```

Here are the Löwdin charges for atoms 1 to 5, given in e:
1 I -0.0960
2 Ru 1.0783
3 P 0.4570
4 P 0.4530
5 O -0.1845

# 2
The following is a DFT calculation (ωB97M-V with the def2-TZVPD basis set) of a molecular structure, C38H38IrN5SbSe4.

Summary:
Kohn-Sham gap = 3.515 eV
HOMO level = -3.17 eV

ORCA input file:
```
! RIJCOSX wB97M-V def2-TZVPD def2/J DEFGRID3
* xyz -1 1
Ir -0.23870 -0.66752 0.16282
Sb 1.07298 -4.67596 -2.40899
Se 0.79715 -2.69264 -0.53859
Se 1.88486 -6.79553 -1.33950
Se 2.75771 -4.09942 -4.14799
Se -1.10490 -5.10086 -3.53830
N -3.59433 -2.63123 -1.68189
N -0.39162 1.61341 0.74796
N -0.39859 0.51887 -1.75330
N -2.20754 -1.36403 -0.55968
N 1.68338 -0.41331 1.20763
C -0.64247 2.26011 4.35404
C -1.93092 -1.58959 -5.02884
C -2.76267 -0.79024 -4.26675
C -0.56666 -1.53882 -4.81208
C 5.34551 -0.66467 -0.74927
C -1.00494 1.98418 3.04840
C 5.29065 -0.93719 0.59266
C -0.34577 2.40895 -0.31718
C 1.25548 2.49571 2.32401
C -3.21109 0.92993 -2.52140
C -1.29671 -1.30964 4.81872
C 0.65619 2.62726 4.66238
C -0.57155 2.74502 -2.80009
C 4.08062 -0.81805 1.29769
C 2.90317 -0.42213 0.60579
C -3.47958 -1.09186 -0.14766
C -0.89507 -0.06437 -2.92607
C -0.71366 -1.23378 2.06680
C 0.26599 -0.92676 3.03086
C 3.96981 -1.11030 2.67227
C -0.03691 -0.94938 4.39200
C 4.20140 -0.21725 -1.41765
C -0.46425 1.84709 -1.59730
C -1.94148 -1.69325 2.53549
C 2.31343 2.69417 1.27480
C 1.44157 -0.67910 -3.62063
C 3.01548 -0.06536 -0.74640
C 1.58342 2.75458 3.64589
C -2.26799 0.00801 -3.24381
C 1.60356 -0.73512 2.50654
C -2.31960 -2.28517 -1.49029
C -0.29725 3.90867 -0.16973
C -0.03806 -0.77772 -3.78377
C -2.23995 -1.71218 3.88668
C 2.74176 -1.05770 3.26655
C -2.43302 1.67536 2.71998
C -0.05001 2.06037 2.01501
C -4.35320 -1.88108 -0.83364
H -3.33392 1.85649 -3.08550
H 2.13367 0.31830 -1.23722
H -1.38831 2.19157 5.13640
H 1.97282 2.38709 0.29188
H 0.34579 3.32410 -2.92037
H -2.95907 1.30784 3.59796
H -1.23548 4.34406 -0.52213
H -3.90140 -3.33518 -2.33373
H 0.51734 4.34118 -0.75116
H -3.21897 -2.04173 4.20784
H -4.19492 0.47682 -2.40840
H 4.24173 -0.01386 -2.47655
H 0.11209 -2.09996 -5.43810
H -1.40250 3.44316 -2.70031
H -5.41995 -1.95821 -0.77409
H -1.51826 -2.71306 -2.05600
H 1.95207 -1.06893 -4.49678
H 3.20016 2.11489 1.52736
H 2.59571 3.05795 3.88447
H 1.77064 -1.26110 -2.75863
H -3.82885 -0.78731 -4.45960
H 2.59846 3.74727 1.22429
H 6.16276 -1.28552 1.13079
H 2.62009 -1.32702 4.30490
H 0.71501 -0.66558 5.11432
H -2.83163 1.19861 -1.54051
H -2.33787 -2.23135 -5.79643
H 4.84795 -1.40349 3.22986
H -0.71608 2.15764 -3.70468
H -0.15988 4.17558 0.87552
H 1.73052 0.35953 -3.45929
H 0.93876 2.83471 5.68502
H 6.26774 -0.79353 -1.29357
H -2.93664 2.57622 2.36361
H -2.69876 -2.04739 1.85222
H -2.47287 0.93164 1.93070
H -1.54303 -1.30940 5.87155
H -3.69052 -0.34246 0.59022
*
```

Here are the Löwdin charges for atoms 1 to 5, given in e:
1 Ir 0.9985
2 Sb -0.2509
3 Se 0.1411
4 Se -0.3028
5 Se -0.2803

# 3
The following is a DFT calculation (ωB97M-V with the def2-TZVPD basis set) of 2 unconnected molecules or ions with the total composition C3H9N.

Summary:
Kohn-Sham gap (spin up / spin down) = 2.582 / 6.201 eV
HOMO level (spin up / spin down) = 1.18 / -2.49 eV

ORCA input file:
```
! RIJCOSX wB97M-V def2-TZVPD def2/J DEFGRID3
* xyz -1 2
N 0.94512 -0.00213 -1.48105
C 1.64998 1.16406 -2.04452
C -1.99203 -0.13526 2.12690
C -1.42927 -1.38311 1.91241
H -1.93999 -2.27754 1.56928
H 1.66357 1.03390 -3.12786
H 2.65558 1.23082 -1.64002
H 1.05052 -0.08970 -0.47568
H 1.04791 2.05484 -1.87172
H -1.82030 0.53195 2.96752
H -0.60275 -1.60269 2.60626
H -2.53013 0.34964 1.30771
H 1.30178 -0.87477 -1.84921
*
```

Here are the Löwdin charges for atoms 1 to 5, given in e:
1 N -0.0877
2 C -0.2206
3 C -0.3468
4 C -0.3511
5 H -0.0522

# 4
The following is a DFT calculation (ωB97M-V with the def2-TZVPD basis set) of 3 unconnected molecules or ions with the total composition C4H17N2O2.

Summary:
Kohn-Sham gap = 9.266 eV
HOMO level = -12.51 eV

ORCA input file:
```
! RIJCOSX wB97M-V def2-TZVPD def2/J DEFGRID3
* xyz 1 1
O -0.17966 1.31161 3.38494
O 2.61003 -1.67061 -2.24117
N 1.08575 0.64692 0.87686
N -2.10481 0.67208 0.15829
C 0.75892 1.18560 -0.46542
C -1.44086 -0.25773 -0.78401
C -1.35864 -1.78101 -0.22892
C -0.05335 0.13632 -1.33401
H 0.12809 0.62167 3.98935
H -0.72338 -2.29990 -0.89091
H 0.57926 -0.72956 -1.34105
H -1.20540 -1.91822 0.86822
H 1.70295 1.44560 -0.95856
H 0.24388 0.32639 1.27839
H 3.29654 -2.32990 -2.20132
H 1.49146 1.39273 1.53531
H -3.07344 0.42881 0.22964
H -0.15393 2.03550 4.06036
H 0.14001 2.10864 -0.53560
H -1.60229 0.71426 1.06063
H -0.13919 0.49535 -2.39161
H -2.39153 -2.12392 -0.34232
H -2.14558 -0.33583 -1.59140
H 1.78231 -0.01528 0.94422
H 2.30478 -1.61222 -3.13012
*
```

Here are the Löwdin charges for atoms 1 to 5, given in e:
1 O -0.0639
2 O -0.0384
3 N 0.2082
4 N 0.0430
5 C -0.1287

DFT total energy: -3226.8584; -11695.0624; -174.3263; -422.3201 (Eh)
Energy relative to the best compared isomer or geometry (same formula, charge and spin): 276.1; 0.0; 163.6; 190.6 (kJ/mol)